{"formula": "C20H56N5O7V", "method": "the ωB97M-V functional and the def2-TZVPD basis", "homo_ev": [-11.30, -11.30], "de_lowest_kj_mol": 297.67, "s2": 0.776, "homo_lumo_gap_ev": [9.40, 9.45], "fmax_ha_per_bohr": 0.06563, "total_charge": 1, "multiplicity": 2, "species": ["V", "O", "O", "O", "O", "O", "O", "O", "N", "N", "N", "N", "N", "C", "C", "C", "C", "C", "C", "C", "C", "C", "C", "C", "C", "C", "C", "C", "C", "C", "C", "C", "C", "H", "H", "H", "H", "H", "H", "H", "H", "H", "H", "H", "H", "H", "H", "H", "H", "H", "H", "H", "H", "H", "H", "H", "H", "H", "H", "H", "H", "H", "H", "H", "H", "H", "H", "H", "H", "H", "H", "H", "H", "H", "H", "H", "H", "H", "H", "H", "H", "H", "H", "H", "H", "H", "H", "H", "H"], "positions_angstrom": [[-4.346, -17.493, 5.846], [-4.277, -20.901, 7.517], [-0.279, -16.251, 4.478], [-3.908, -15.909, 7.092], [-4.771, -18.833, 5.130], [-7.694, -15.262, 4.059], [-4.056, -22.661, 4.204], [-7.250, -18.190, 4.998], [-5.831, -18.022, 7.673], [-5.407, -16.310, 4.155], [-2.674, -17.424, 4.281], [-2.790, -18.532, 7.340], [-6.635, -21.135, 2.013], [-2.175, -19.808, 7.194], [-8.970, -14.698, 3.784], [-1.776, -19.380, 3.045], [0.803, -15.317, 4.156], [-4.982, -22.172, 7.625], [-7.620, -16.276, 7.408], [-7.052, -22.910, 3.474], [-7.294, -17.744, 7.453], [-2.804, -23.231, 3.984], [-0.687, -19.701, 7.604], [-7.830, -18.564, 6.278], [-8.126, -18.409, 3.879], [-2.972, -20.865, 8.094], [-4.043, -14.393, 3.385], [-5.330, -14.863, 4.149], [-1.513, -18.233, 3.982], [-0.296, -17.298, 3.617], [-6.099, -21.760, 3.155], [-4.614, -22.257, 3.013], [-6.667, -14.422, 3.556], [-4.248, -22.929, 7.351], [-2.764, -24.093, 3.318], [-1.107, -18.639, 4.908], [-7.048, -15.643, 8.087], [-3.087, -20.614, 9.148], [-5.384, -16.568, 3.179], [-7.839, -19.624, 6.534], [-8.908, -18.443, 6.172], [0.773, -15.099, 3.089], [-3.520, -15.013, 7.115], [-6.165, -20.248, 1.902], [-2.060, -17.854, 7.506], [-9.149, -13.828, 4.417], [-5.286, -22.212, 8.671], [-8.989, -17.744, 3.871], [-8.668, -16.092, 7.644], [0.050, -19.049, 7.135], [-8.892, -14.419, 2.733], [-6.355, -21.587, 1.154], [-6.881, -23.259, 4.493], [-5.201, -14.562, 5.188], [0.662, -17.817, 3.628], [-2.412, -21.800, 8.095], [0.418, -14.395, 4.591], [-3.200, -17.422, 3.419], [-7.494, -18.210, 3.013], [-8.542, -19.410, 3.997], [-2.711, -19.869, 3.318], [-8.082, -22.571, 3.370], [-4.539, -22.972, 2.194], [-0.431, -16.943, 2.595], [-6.941, -13.413, 3.866], [-6.978, -23.745, 2.777], [-6.691, -14.374, 2.467], [-4.012, -14.885, 2.413], [-7.732, -18.305, 8.278], [-2.163, -20.037, 6.128], [-6.413, -16.377, 4.205], [-2.116, -22.469, 3.617], [-2.476, -23.655, 4.933], [-1.959, -18.962, 2.055], [-5.531, -17.367, 8.381], [-3.121, -14.632, 3.915], [-5.831, -22.122, 6.944], [-5.954, -21.013, 3.936], [-7.435, -15.880, 6.409], [-9.870, -15.310, 3.836], [-0.235, -20.680, 7.446], [-4.163, -13.343, 3.117], [-3.313, -18.663, 8.194], [-2.178, -16.557, 4.126], [-4.066, -21.362, 2.717], [-0.706, -19.457, 8.666], [-0.927, -20.063, 3.009], [1.850, -15.530, 4.374], [-5.692, -18.894, 8.163]], "forces_ev_per_a": [[0.676, -1.068, 0.400], [0.097, -0.455, -0.213], [1.585, 1.716, 1.072], [-0.029, -0.105, -1.083], [0.634, 0.409, 0.464], [-0.508, -0.506, 0.322], [-0.552, -1.119, 0.559], [-0.972, -0.311, 1.185], [0.252, 1.385, -0.832], [0.095, -0.310, 0.406], [-0.048, 1.271, -0.850], [-1.513, 1.274, -0.111], [0.430, 1.734, -1.668], [1.617, -1.225, 0.045], [0.167, 0.716, -0.999], [-0.239, 0.658, -0.409], [-1.959, 0.961, -0.526], [1.201, 1.549, 0.354], [-0.040, 0.494, -0.221], [-0.017, 0.240, 0.878], [0.418, -1.826, 0.233], [0.694, -0.399, 0.820], [-0.321, -1.320, 0.820], [-0.554, 0.774, -1.250], [0.314, -0.095, 1.320], [0.164, 0.656, -1.967], [-1.716, -0.089, -0.292], [1.484, 0.723, -0.386], [2.824, -1.156, 1.442], [-0.828, -1.960, -1.697], [1.246, -2.026, 1.170], [-1.353, 1.644, -1.077], [-0.302, 1.629, 0.534], [-0.483, -0.434, 0.035], [-0.517, 0.077, -0.502], [-0.513, -0.260, 0.410], [0.196, -0.319, 0.189], [0.432, 0.645, 0.219], [1.019, -0.671, -0.494], [1.106, -0.450, -0.415], [-0.321, 0.749, 0.305], [-0.061, -0.286, -0.318], [-0.394, -0.957, -0.083], [-0.116, 0.578, 0.008], [-0.281, 0.566, 0.134], [0.118, 0.183, -0.062], [-0.286, -0.728, -0.026], [0.045, 0.421, 0.117], [-0.069, -0.194, -0.092], [-0.813, 0.620, -0.521], [-0.529, 0.548, -0.110], [-0.232, -0.702, -0.211], [-0.094, -0.314, -0.052], [-0.419, 0.214, 0.037], [-0.041, -0.574, 0.056], [-0.280, -0.406, -0.395], [0.717, 0.016, 0.427], [-0.788, -0.378, -0.186], [-0.361, -0.521, -0.191], [0.294, -0.291, -0.820], [0.227, -0.279, 0.278], [0.023, 0.166, 0.254], [0.083, -0.508, 0.023], [-0.057, 0.193, -0.539], [0.398, 0.358, 0.101], [0.424, -0.019, -0.053], [0.197, -0.465, -0.358], [0.032, -0.292, -0.131], [-0.730, 0.678, 0.422], [-0.623, -0.862, 0.092], [-0.558, -1.390, 1.370], [0.334, 0.008, -0.007], [0.239, 0.393, 0.155], [0.159, -0.131, -0.364], [0.242, 0.712, -0.042], [-0.192, 0.364, 0.171], [0.173, -0.128, 0.084], [-0.847, -0.010, 0.415], [-0.029, -0.042, -0.082], [0.675, -0.840, 0.485], [0.036, -0.227, 0.420], [0.477, 0.186, 0.418], [-0.285, 1.072, 0.247], [-0.702, 1.428, 1.133], [0.230, 0.284, -0.606], [0.459, -0.127, 0.202], [-0.207, -0.079, -0.046], [-0.350, -0.668, 0.719], [-0.101, -0.776, -0.666]], "mulliken_spin": [1.171, 0.000, 0.001, -0.010, -0.229, 0.002, 0.000, 0.006, 0.011, 0.000, -0.008, -0.007, 0.000, 0.008, 0.000, -0.008, 0.000, 0.000, 0.004, 0.000, 0.007, 0.000, 0.000, -0.012, -0.001, 0.001, 0.001, 0.011, 0.001, -0.001, 0.001, 0.000, 0.000, 0.000, 0.000, 0.004, 0.002, -0.001, 0.002, -0.001, -0.001, 0.000, 0.001, 0.000, 0.004, 0.000, 0.000, 0.000, 0.000, 0.000, 0.000, 0.000, 0.000, 0.001, 0.000, 0.000, 0.000, 0.003, 0.000, 0.000, 0.004, 0.000, 0.000, 0.000, 0.000, 0.000, 0.000, 0.000, 0.001, 0.000, 0.005, 0.000, 0.000, 0.000, 0.005, 0.001, 0.000, 0.000, 0.004, 0.000, 0.000, 0.000, 0.002, 0.009, 0.000, 0.000, 0.000, 0.000, 0.005]}